Record 1
The following is a quantum chemistry calculation of 2 unconnected molecules or ions with the total composition C3H11N2S, from the OMol25 dataset.

```
17
Properties=species:S:1:pos:R:3:mulliken_charge:R:1
N 1.18 -0.38 1.67 -0.080
H -1.28 -0.85 -3.79 0.297
H -0.49 -1.27 2.49 0.348
C -0.27 -0.39 1.96 -1.016
H 1.67 2.64 0.48 0.256
S -0.56 -0.44 -1.56 -0.136
H -2.59 0.05 -2.99 0.329
H -2.38 -1.65 -2.73 0.302
H 0.11 -1.25 -2.35 0.121
C -1.88 -0.68 -2.89 -0.873
H 1.69 -1.22 1.96 0.282
N 1.22 1.83 0.87 -0.227
C 1.79 0.71 1.16 0.057
H 2.81 0.62 0.81 0.354
H -0.81 -0.17 1.10 0.277
H 0.27 2.07 1.20 0.239
H -0.46 0.37 2.62 0.469
```

Properties
- 2S+1 = 1
- HOMO level (eV) = -12.311
- charge = +1
- HOMO-LUMO gap (eV) = 8.89
- energy above the lowest of the compared OMol25 structures with the same formula, charge and spin (kcal per mole) = 26.9



Record 2
The following is a quantum chemistry calculation of a gas-phase ion, C5H15N2S (charge +1), from the OMol25 dataset.

```
23
Properties=species:S:1:pos:R:3:mulliken_charge:R:1
H 1.26 1.32 1.32 0.238
C 1.80 -0.20 2.55 -0.806
C 1.77 0.29 1.14 -0.455
C 0.90 -0.59 0.31 -0.656
C -1.79 0.54 -1.72 -0.429
H 1.31 -1.02 -0.66 0.390
C -1.33 -0.62 -0.82 -0.698
N -1.36 0.27 -3.13 -0.377
H -0.96 -1.55 -1.46 0.414
H 2.01 -1.30 2.57 0.370
H -2.03 0.82 -3.68 0.376
N -0.39 0.01 0.12 -0.234
H 2.80 0.09 3.17 0.350
S 0.45 0.08 3.62 -0.227
H 2.89 0.51 0.84 0.300
H -1.36 -0.72 -3.51 0.364
H -2.90 0.58 -1.81 0.300
H -1.41 1.57 -1.28 0.345
H 0.88 1.25 4.22 0.149
H -2.22 -0.95 -0.30 0.359
H -0.69 0.40 1.06 0.208
H -0.46 0.77 -3.37 0.375
H 0.82 -1.54 0.83 0.346
```

Properties
- 2S+1 = 1
- HOMO level (eV) = -11.631
- charge = +1
- HOMO-LUMO gap (eV) = 7.85
- energy above the lowest of the compared OMol25 structures with the same formula, charge and spin (kcal per mole) = 69.7



Record 3
The following is a quantum chemistry calculation of a single C7H12NPS2 molecule, from the OMol25 dataset.

```
23
Properties=species:S:1:pos:R:3:mulliken_charge:R:1
H 1.14 -0.69 0.75 0.150
H 2.45 0.95 -0.59 0.314
C -0.57 -0.78 -0.48 -1.128
S -2.74 1.61 -0.44 -0.206
C 0.12 2.94 -0.54 -0.678
H -0.82 -1.83 -0.04 0.325
N 0.71 1.98 -0.04 -0.322
H 0.05 3.10 -1.62 0.331
H -0.26 -0.79 2.67 0.222
H 1.06 1.11 -1.94 0.347
C 1.36 0.98 -0.85 -0.396
H -0.95 -0.69 -1.46 0.578
C 1.65 -1.52 -1.16 -1.126
H 0.06 3.88 -0.05 0.387
H 2.43 -3.16 -2.55 0.437
C -1.00 -1.59 2.67 -0.742
S -2.54 -1.02 1.80 -0.185
H -1.27 -1.94 3.63 0.369
C 2.03 -2.47 -1.81 0.083
C 0.98 -0.44 -0.38 0.665
H -1.73 2.38 -0.28 0.094
H -0.66 -2.43 2.05 0.235
P -1.50 0.43 0.67 0.247
```

Properties
- 2S+1 = 1
- HOMO level (eV) = -7.838
- charge = 0
- HOMO-LUMO gap (eV) = 8.28
- energy above the lowest of the compared OMol25 structures with the same formula, charge and spin (kcal per mole) = 18.9



Record 4
The following is a quantum chemistry calculation of a single C3H5ClO molecule, from the OMol25 dataset.

```
10
Properties=species:S:1:pos:R:3:mulliken_charge:R:1
H -2.09 1.29 -0.76 0.207
C -0.59 0.07 0.25 0.573
H -0.55 2.16 -0.52 0.284
C 0.96 -0.19 0.50 -0.499
H 0.98 -0.92 1.48 0.225
O 1.40 -1.02 -0.62 -0.475
H 0.73 -1.86 -0.47 0.325
Cl -1.41 -1.41 -0.02 -0.227
C -1.06 1.26 -0.24 -0.738
H 1.64 0.62 0.41 0.325
```

Properties
- 2S+1 = 1
- HOMO level (eV) = -9.793
- charge = 0
- HOMO-LUMO gap (eV) = 10.57
- energy above the lowest of the compared OMol25 structures with the same formula, charge and spin (kcal per mole) = 49.0